Record 1
A structure of composition C41H94CoN3O8. Source: OMol25; level of theory: wB97M-V/def2-TZVPD.

```
147
Properties=species:S:1:pos:R:3:forces:R:3:lowdin_charge:R:1
Co 4.624713 1.362092 0.119141 -2.0 0.3 1.4 0.7411
C 0.838133 1.514892 -0.278849 -0.8 -0.5 -0.2 -0.0862
C 1.827503 0.661802 0.439391 1.3 0.2 -0.7 -0.4645
O 2.721283 1.448362 1.154981 2.3 0.0 -0.2 -0.3677
H 0.204643 2.031992 0.441831 -0.1 0.2 -0.2 0.0696
H 0.235263 0.857312 -0.905139 -0.4 0.1 -0.1 0.0588
H 1.319663 2.216872 -0.959619 0.1 0.1 0.3 0.0617
H 2.401313 0.117362 -0.310559 -0.1 -0.6 -0.5 0.0697
H 1.397153 -0.137438 1.042801 -0.6 -0.1 0.4 0.0819
C -1.333177 -1.847858 2.509911 -0.9 1.7 -0.1 -0.0265
C -1.957997 -2.891888 3.438931 1.8 -0.3 -1.3 -0.4246
C -0.930257 -4.024028 3.383151 -0.1 -1.2 1.2 -0.1429
C -1.111657 -5.012258 4.511731 0.2 -0.3 0.5 -0.1545
C -1.023807 -4.312148 5.878381 -0.5 0.3 -0.4 -0.0932
C -2.049757 -3.150758 6.070221 0.5 -0.9 0.2 -0.4469
N -2.113237 -2.351628 4.822111 -0.8 -0.7 -0.6 0.0931
O -2.858347 -1.205608 4.933391 0.6 -1.2 -0.3 0.1133
C -3.465997 -3.667158 6.317911 -0.7 -0.6 0.7 0.0032
C -1.576277 -2.227508 7.210821 -0.6 1.4 -0.5 -0.0021
C -3.291437 -3.303118 2.757301 0.0 0.1 0.7 0.0340
H -0.304217 -1.516658 2.650121 0.0 -0.4 0.6 0.0699
H -1.970737 -0.966868 2.584021 0.1 0.4 -0.3 0.0804
H -1.408397 -2.152538 1.466071 -0.1 -0.4 0.1 0.1032
H -1.029077 -4.553878 2.435731 -0.1 0.3 -0.1 0.1184
H 0.106773 -3.693768 3.443091 -0.2 0.5 0.0 0.1058
H -0.353847 -5.792898 4.445211 0.3 0.1 0.1 0.1274
H -2.032467 -5.590988 4.439011 -0.4 0.3 0.0 0.1179
H -0.074987 -3.817778 6.086821 0.4 -0.5 -0.3 0.1170
H -1.178047 -5.083708 6.632701 -0.1 0.4 0.3 0.1351
H -3.793187 -4.585208 5.829831 0.5 0.2 -0.9 0.0909
H -3.470757 -4.032338 7.344911 -0.1 0.5 0.3 0.1068
H -4.230127 -2.903868 6.170951 0.1 0.0 0.2 0.1003
H -2.328037 -1.482328 7.470981 -0.5 -0.3 0.0 0.0924
H -1.294787 -2.663678 8.169261 0.2 -0.6 -0.5 0.1127
H -0.799127 -1.568798 6.823231 0.7 -0.4 0.2 0.0746
H -3.724157 -2.383058 2.364431 -0.5 -0.3 0.0 0.0941
H -3.964237 -3.872118 3.398931 -0.1 0.4 0.2 0.0898
H -3.043807 -3.993018 1.950571 0.1 0.3 -0.1 0.1030
H -2.171627 -0.536788 4.985281 0.2 1.1 0.0 0.1350
C -0.877987 7.850652 -5.179299 -2.0 0.1 1.3 -0.0497
C -0.452517 6.605902 -5.862309 0.7 -0.1 -0.7 -0.5203
C 1.061713 6.724162 -6.181079 0.8 -1.6 1.1 -0.1184
C 1.994333 6.419192 -4.941219 -1.0 0.6 -1.4 -0.1739
C 1.661203 5.072382 -4.300489 -0.8 1.0 -0.3 -0.1321
C 0.127353 4.873232 -3.949829 0.6 0.5 0.3 -0.4377
N -0.738777 5.394832 -5.035719 1.4 -0.7 -0.7 -0.0991
O -2.108637 4.958272 -4.990299 1.1 0.8 0.4 -0.0148
C -0.072717 3.346572 -3.789349 -0.1 0.1 1.3 -0.0489
C -0.113447 5.597882 -2.553429 -0.2 -0.7 -0.9 -0.0113
C -1.198987 6.457852 -7.217219 -0.6 -1.5 0.7 -0.0355
H -0.368297 8.081642 -4.243909 0.9 0.5 -0.6 0.0729
H -1.827487 7.589762 -4.711869 -0.7 0.2 -0.4 0.0861
H -1.077197 8.652112 -5.890679 0.5 0.3 0.4 0.0955
H 1.257863 5.987832 -6.960469 0.3 0.0 -0.2 0.1091
H 1.354653 7.712702 -6.534719 -0.5 0.0 -0.2 0.1188
H 1.921343 7.318382 -4.329469 -0.2 -0.3 0.7 0.0995
H 3.036293 6.424272 -5.261189 0.0 -0.1 -0.2 0.1032
H 2.287033 4.998392 -3.411129 -0.3 -0.4 0.3 0.1098
H 1.989243 4.304462 -5.001039 -0.2 -0.2 -0.1 0.1128
H -1.063497 3.130202 -3.389799 -0.2 -0.1 -0.4 0.0635
H 0.204513 2.652632 -4.582869 -0.4 0.6 -0.7 0.0881
H 0.575963 2.980182 -2.993689 0.3 0.3 0.3 0.0571
H -1.146957 5.493592 -2.223169 -0.1 -0.2 0.0 0.0748
H 0.545033 5.152952 -1.807409 0.0 0.0 0.1 0.0543
H 0.071873 6.671242 -2.594149 0.2 -0.1 -0.2 0.0676
H -0.972157 7.108172 -8.062049 0.3 0.3 0.5 0.0902
H -2.274007 6.411022 -7.043329 -0.1 0.7 0.1 0.0760
H -1.046227 5.422832 -7.522979 0.5 -0.1 -0.4 0.0784
H -2.084337 4.206852 -5.587269 -0.2 -0.2 -0.1 0.0946
C 3.841483 -5.093018 0.696171 -0.7 1.3 1.0 -0.0067
C 2.606093 -4.252798 0.127651 0.6 -0.2 -1.4 -0.4270
C 3.088833 -3.261488 -1.035399 -0.8 -1.1 -0.1 -0.1199
C 3.232433 -3.953758 -2.400529 1.3 1.1 1.3 -0.2050
C 2.008523 -4.684488 -2.841379 0.7 -0.1 0.9 -0.1359
C 1.582753 -5.743298 -1.772149 0.4 -0.3 -0.1 -0.4440
N 1.519813 -5.113308 -0.398479 0.5 2.2 -2.9 -0.1357
O 0.918143 -5.854018 0.579831 -0.1 -1.2 0.8 -0.0108
C 0.181693 -6.197008 -2.223669 0.0 -0.8 1.7 -0.0456
C 2.509163 -7.010038 -1.827119 -0.2 0.5 -0.3 -0.0210
C 1.999463 -3.347078 1.176681 0.1 0.6 1.7 -0.0687
H 4.244903 -4.508528 1.523051 0.2 0.4 0.0 0.0661
H 4.705293 -5.260908 0.052941 -0.5 -0.2 -0.4 0.0739
H 3.547963 -5.992058 1.238091 -0.3 -0.3 -0.6 0.0776
H 2.382043 -2.453698 -1.225209 -0.6 -0.1 0.5 0.0985
H 4.000553 -2.709808 -0.806219 0.3 -0.5 0.5 0.1121
H 4.095823 -4.616408 -2.340929 0.0 -0.2 -0.2 0.1075
H 3.523793 -3.123118 -3.043359 -0.1 -0.3 -0.6 0.1135
H 2.335953 -5.151558 -3.770209 -0.7 -0.4 -0.1 0.1263
H 1.212683 -3.965918 -3.037349 -0.1 -0.2 0.0 0.0942
H -0.127557 -6.998858 -1.553219 0.0 -0.3 0.0 0.0733
H -0.593437 -5.453478 -2.038079 0.2 0.4 -0.6 0.0734
H 0.193513 -6.649178 -3.215389 -0.1 0.5 -0.1 0.0949
H 3.571203 -6.880048 -1.619069 -0.1 0.5 0.2 0.0685
H 2.148963 -7.793118 -1.159929 -0.1 0.1 0.0 0.0822
H 2.486933 -7.369328 -2.855969 -0.2 -0.3 0.0 0.0805
H 1.128473 -2.732638 0.948791 0.0 -0.2 -1.1 0.0670
H 2.740223 -2.620498 1.510511 0.3 0.0 0.0 0.0825
H 1.659633 -3.814568 2.100841 0.4 -0.7 0.0 0.0584
H 0.037873 -5.478248 0.654161 -0.2 0.0 0.0 0.0864
C -1.806817 0.026932 -3.393129 -0.3 -0.7 -0.8 -0.0389
C -1.017927 -1.217918 -3.899059 0.0 0.3 -0.3 -0.4489
C -1.210987 -2.409208 -2.983949 -0.9 0.1 0.4 -0.0707
O -1.439707 -1.614718 -5.223599 -0.2 0.6 0.5 -0.0479
H -1.786967 0.889422 -4.059329 0.5 -0.2 -0.2 0.0685
H -1.491417 0.378272 -2.410699 0.2 -0.3 0.0 0.0454
H -2.871207 -0.205138 -3.356679 -0.1 -0.2 0.3 0.0813
H 0.038573 -0.970218 -4.001849 0.2 0.1 0.3 0.1250
H -0.984437 -2.180958 -1.942469 0.3 -0.1 0.0 0.0741
H -0.732367 -3.340218 -3.287669 0.4 0.3 -0.1 0.0493
H -2.274607 -2.645188 -3.017379 -0.3 0.0 0.1 0.0881
H -1.393097 -2.573218 -5.250119 0.0 0.0 -0.2 0.0729
C 1.592043 5.046172 1.007211 0.5 0.9 0.1 -0.0563
C 1.725033 4.788662 2.509761 -3.7 -0.8 -0.6 -0.4883
C 0.349873 4.180632 3.024221 -0.1 1.4 0.2 -0.0558
O 2.645203 3.828002 2.767321 2.0 -0.4 0.6 -0.0449
H 0.677483 5.604272 0.806671 0.1 0.2 -0.2 0.0762
H 1.596943 4.171292 0.357101 -0.1 -0.4 0.5 0.0502
H 2.476383 5.611512 0.713211 -0.1 0.3 -0.3 0.0805
H 1.902313 5.703882 3.074601 0.3 0.0 -0.1 0.1400
H 0.367823 4.154262 4.113751 0.1 -0.4 0.0 0.0639
H 0.080603 3.213812 2.598961 0.6 -0.3 0.0 0.0553
H -0.517987 4.797372 2.790661 0.0 0.4 -0.2 0.0633
H 2.359273 3.105192 2.203941 0.6 -1.1 -0.2 0.0318
C -3.819137 2.989842 0.100391 0.8 -1.0 0.1 -0.0396
C -3.464927 1.741212 -0.772779 -1.2 0.8 -0.7 -0.4507
C -3.673667 0.346492 -0.110609 0.3 0.7 0.2 -0.0357
O -4.252547 1.887482 -1.959089 -0.5 -0.8 -0.1 -0.0691
H -4.834867 3.044672 0.492031 0.0 -0.8 0.2 0.0822
H -3.775007 3.921092 -0.464339 0.6 -0.1 -0.3 0.0728
H -3.056307 2.984342 0.878951 -0.3 0.6 0.4 0.0696
H -2.455647 1.841482 -1.172009 0.5 -0.1 0.8 0.0971
H -2.743267 0.052232 0.375051 0.1 0.2 0.3 0.0468
H -3.895177 -0.505868 -0.752889 -0.2 0.5 -0.6 0.0740
H -4.451877 0.389212 0.651401 -0.1 0.1 0.0 0.0723
H -4.144087 2.812862 -2.190429 -0.2 0.0 -0.4 0.0759
C 0.850693 0.839822 4.751671 0.1 -0.4 -0.8 -0.0400
C 2.260853 0.272702 4.938991 -1.7 -0.6 -0.5 -0.4970
C 2.255873 -1.209238 4.699531 -0.1 -1.0 0.4 -0.0597
O 3.108733 0.784932 3.968791 1.2 1.1 0.9 -0.0286
H 0.134603 0.281182 5.354361 -0.1 0.4 0.7 0.0509
H 0.529943 0.595622 3.738961 0.0 0.3 -0.5 0.0627
H 0.865513 1.923892 4.864281 -0.4 -0.2 0.2 0.0787
H 2.467783 0.516552 5.981021 1.2 0.2 -0.2 0.1468
H 1.929443 -1.392748 3.675881 -0.1 -0.1 -0.2 0.0566
H 1.590993 -1.759548 5.365261 -0.1 -0.1 0.2 0.0618
H 3.254043 -1.639148 4.782771 0.0 0.1 0.1 0.0930
H 2.792703 0.531042 3.098591 -0.1 0.3 -0.6 0.0460
```
Forces are in eV/Å.

Values from the calculation:
Net charge: +1
Kohn-Sham gap (spin up / spin down) in Eh: 0.2106 / 0.1052
E_LUMO (spin up / spin down) in eV: -3.59 / -6.46
HOMO level (spin up / spin down) in eV: -9.32 / -9.32
Total energy in eV: -102501.486
Spin multiplicity: 4
Relative energy (zero: lowest compared OMol25 entry of this formula, charge and spin) in kcal per mole: 121.3

=====

Record 2
A cluster of 2 separate species, C7H15N3 in total. Source: OMol25; level of theory: wB97M-V/def2-TZVPD.

```
25
Properties=species:S:1:pos:R:3:forces:R:3:lowdin_charge:R:1
C 3.373172 1.645326 -0.789391 -3.5 -2.9 1.5 0.1102
C -0.015211 1.924182 0.677085 -1.0 -0.1 -3.6 0.0744
C 0.719393 -0.412498 0.646198 0.5 -0.6 -0.6 -0.0423
C -1.802287 0.159079 -1.523039 3.1 -2.4 -1.8 -0.0294
C -2.574304 0.264574 0.895834 -0.3 1.3 -1.1 -0.0257
C 1.972981 -2.390403 -0.061398 0.1 -3.7 0.0 0.0158
C -1.558226 -0.253961 -0.102730 0.3 -0.3 1.3 -0.2116
N 2.524126 0.962057 -0.369843 2.6 1.7 -1.0 0.0969
N 1.216630 -1.549003 0.814819 0.3 0.4 2.4 0.1284
N -0.080374 0.455153 0.396329 -0.6 0.2 0.1 0.0386
H 1.015532 2.208804 0.732546 0.2 0.3 0.4 0.0707
H 4.082892 2.223762 -1.264247 1.4 1.1 -0.7 0.0753
H -0.546841 2.434956 -0.238671 1.1 -0.9 1.9 0.1702
H -0.627393 1.943238 1.524058 -0.5 1.0 1.5 0.0828
H -2.344391 -0.694526 -2.033207 0.6 0.9 0.5 0.1373
H -2.353534 1.029629 -1.669835 -1.1 1.5 0.3 0.0684
H -0.784368 0.327017 -2.108131 -2.0 -0.6 1.0 0.1444
H -3.560850 -0.026172 0.538110 -0.2 0.4 -0.7 0.1188
H -2.566635 1.406747 1.046713 -0.1 -2.0 -0.2 0.1349
H -2.570272 -0.317995 1.762681 0.6 -0.3 1.9 0.0736
H 2.284914 -1.950073 -0.940629 0.1 1.3 -1.9 0.0769
H 2.895509 -2.835647 0.356551 -0.5 0.7 0.6 0.1367
H 1.320229 -3.299107 -0.246070 0.6 1.1 -0.1 0.1512
H -1.198870 -1.317665 0.169083 -1.3 1.4 -1.2 0.1656
H 1.178169 -1.937476 1.787182 -0.3 0.5 -0.7 0.2377
```
Forces are in eV/Å.

Values from the calculation:
Net charge: +2
Kohn-Sham gap in Eh: 0.4057
E_LUMO in eV: -8.99
HOMO level in eV: -20.03
Total energy in eV: -11951.245
Relative energy (zero: lowest compared OMol25 entry of this formula, charge and spin) in kcal per mole: 140.0